A.
DFT (ωB97M-V/def2-TZVPD) results for 2 unconnected molecules or ions with the total composition C4H15N2O.

Bonds (Å) are listed after each position.
Cartesian coordinates (Å):
1 C 0.130 1.408 0.380  C2 1.504, N6 1.599, H7 1.077, H8 1.147
2 C 0.991 0.211 0.678  C1 1.504, C3 1.565, H9 1.080, H10 1.169
3 C 0.211 -0.997 0.060  C2 1.565, C4 1.581, H11 1.079, H12 1.160
4 C 0.658 -2.322 0.800  C3 1.581, N5 1.556, H13 1.091, H14 1.116
5 N 1.672 -3.132 -0.060  C4 1.556, H15 1.061, H16 1.017
6 N -0.199 1.454 -1.184  C1 1.599, H17 1.000, H18 1.095, H19 1.034
7 H -0.750 1.372 0.999  C1 1.077
8 H 0.696 2.406 0.396  C1 1.147
9 H 0.882 0.184 1.752  C2 1.080
10 H 2.157 0.149 0.625  C2 1.169
11 H -0.834 -0.801 0.245  C3 1.079
12 H 0.407 -1.011 -1.083  C3 1.160
13 H -0.218 -2.972 0.817  C4 1.091
14 H 1.178 -2.442 1.780  C4 1.116
15 H 1.384 -4.148 -0.166  N5 1.061
16 H 2.464 -3.324 0.548  N5 1.017
17 H 0.065 0.747 -1.840  N6 1.000
18 H 0.213 2.406 -1.533  N6 1.095
19 H -1.184 1.687 -1.395  N6 1.034
20 H -3.151 3.573 -0.755  O22 1.013
21 H -3.298 2.639 0.305  O22 0.904
22 O -2.783 2.685 -0.437  H20 1.013, H21 0.904

Summary:
Gap between HOMO and LUMO in eV: 9.15
Net charge: +1
LUMO in hartree: -0.121



B.
DFT (ωB97M-V/def2-TZVPD) results for 2 unconnected molecules or ions with the total composition C4H15N2O.

Bonds (Å) are listed after each position.
Cartesian coordinates (Å):
1 C -0.480 0.527 1.590  N2 1.434, C3 1.544, H7 1.082, H8 1.098
2 N 0.165 1.789 1.810  C1 1.434, H9 1.003, H10 1.003
3 C -0.495 0.055 0.120  C1 1.544, N4 1.501, C6 1.506, H11 1.090
4 N 0.126 -1.309 0.037  C3 1.501, C5 1.505, H12 1.020, H13 1.020
5 C 0.377 -1.825 -1.355  N4 1.505, H14 1.088, H15 1.076, H16 1.093
6 C -1.876 -0.023 -0.475  C3 1.506, H17 1.091, H18 1.106, H19 1.094
7 H -1.504 0.656 1.914  C1 1.082
8 H -0.055 -0.250 2.238  C1 1.098
9 H -0.431 2.596 1.840  N2 1.003
10 H 1.114 1.952 1.527  N2 1.003
11 H 0.175 0.703 -0.445  C3 1.090
12 H -0.415 -2.008 0.547  N4 1.020
13 H 1.034 -1.258 0.498  N4 1.020
14 H 1.241 -2.486 -1.334  C5 1.088
15 H 0.518 -1.012 -2.045  C5 1.076
16 H -0.460 -2.451 -1.675  C5 1.093
17 H -2.393 0.938 -0.446  C6 1.091
18 H -2.498 -0.702 0.138  C6 1.106
19 H -1.899 -0.429 -1.491  C6 1.094
20 H 2.564 2.296 -0.926  O22 0.964
21 H 2.625 0.860 -1.443  O22 0.972
22 O 2.569 1.380 -0.623  H20 0.964, H21 0.972

Summary:
Gap between HOMO and LUMO in eV: 9.51
Net charge: +1
LUMO in hartree: -0.115



If you had to name the least stable structure above, which would it be? It would be A.